A structure of composition C31H47Cl2IN5O3P2RbS2, computed with ωB97M-V/def2-TZVPD.

```
94
Properties=species:S:1:pos:R:3:forces:R:3
Rb 0.133788 -0.291918 0.233516 -0.02 0.11 -0.91
Cl -1.739719 1.894692 1.793799 -0.17 0.29 0.13
C -0.447885 2.119372 2.971998 0.06 -0.10 -0.13
Cl 1.109227 2.263098 2.118193 0.05 0.19 0.30
H -0.402982 1.249480 3.620628 0.00 -0.02 -0.05
H -0.620192 3.036100 3.525450 0.01 -0.04 -0.01
S -2.143355 1.622922 -1.680776 -0.10 -0.07 -0.01
C -3.371681 0.741588 -2.540053 0.00 -0.09 0.03
C -4.342340 1.463260 -3.253746 0.13 0.14 0.07
C -5.378944 0.874919 -3.963517 -0.25 0.23 -0.16
C -6.322082 1.706614 -4.663813 0.20 -0.20 0.14
N -7.067176 2.386464 -5.222098 -0.02 0.03 -0.01
C -5.483353 -0.523993 -3.971363 -0.21 -0.17 -0.16
C -4.540115 -1.263816 -3.271926 0.03 -0.14 0.02
C -3.474633 -0.697567 -2.554739 0.12 0.08 0.10
S -2.375494 -1.759683 -1.728774 0.01 0.01 -0.07
C -6.533301 -1.198870 -4.686647 0.19 0.16 0.15
N -7.369818 -1.752416 -5.254956 -0.01 -0.02 -0.01
H -4.266765 2.543702 -3.241005 0.00 -0.02 0.00
H -4.615572 -2.344281 -3.278164 0.00 0.02 0.00
C 3.092718 -3.060210 -3.499296 -0.03 0.04 0.07
C 2.471903 -1.982339 -2.738131 0.01 -0.17 -0.15
N 1.954749 -1.148793 -2.147900 0.03 0.14 0.09
H 3.574886 -3.755599 -2.814472 0.01 -0.01 0.02
H 3.834177 -2.651880 -4.183714 0.01 0.00 0.00
H 2.328102 -3.587633 -4.066476 -0.01 0.00 -0.01
I 5.388292 1.346523 -3.535682 0.10 -0.04 -0.06
C 3.565708 2.081850 -2.846075 -0.13 -0.04 0.13
C 2.833436 2.991365 -3.589867 0.04 0.03 -0.08
C 1.612772 3.408721 -3.092283 -0.04 -0.05 0.07
C 1.179103 2.897655 -1.874423 -0.08 -0.09 -0.09
N 1.890764 2.027740 -1.166300 0.04 -0.01 0.14
C 3.060476 1.618392 -1.640401 0.00 0.08 -0.10
H 3.199567 3.349197 -4.543168 0.01 0.01 0.00
H 0.984278 4.090105 -3.647826 -0.01 0.01 -0.01
H 0.202190 3.154710 -1.482231 0.01 0.04 0.01
H 3.594762 0.880847 -1.054801 0.03 0.00 0.05
C -1.909076 -3.922323 1.216381 0.02 -0.06 0.03
O -2.800987 -3.053361 1.919418 -0.15 0.01 -0.05
P -2.427013 -1.455842 1.872125 -0.16 0.02 0.38
O -2.044286 -1.197122 3.448416 0.10 0.00 -0.02
C -2.887764 -1.621850 4.502738 -0.05 0.01 0.07
O -3.933412 -0.846574 1.966913 -0.01 -0.12 0.03
C -4.628405 -0.570436 0.741822 -0.03 0.01 0.00
H -2.293753 -4.935186 1.339562 0.00 0.02 0.00
H -0.903331 -3.869321 1.637486 0.01 0.03 -0.05
H -1.885967 -3.672019 0.155001 0.00 0.02 -0.03
H -2.285004 -1.644380 5.412562 -0.01 0.00 -0.01
H -3.285221 -2.620783 4.312460 0.00 0.00 0.00
H -3.719392 -0.925273 4.632445 -0.01 -0.02 0.00
H -5.627673 -0.243877 1.028111 0.00 0.02 -0.03
H -4.685616 -1.460939 0.116485 -0.02 0.00 -0.02
H -4.118816 0.215024 0.181624 0.01 0.02 -0.05
C 3.992078 -0.183399 3.352885 0.02 0.03 0.02
C 4.384121 -1.618462 2.968429 0.09 -0.06 0.04
C 5.341581 -2.177420 4.024109 0.08 0.01 0.01
C 5.149043 -1.491732 1.643062 -0.03 -0.01 0.01
P 2.739411 -2.554530 2.604963 -0.46 0.46 -0.48
N 1.751504 -1.695929 1.805871 0.52 -0.53 0.51
C 3.222001 -4.180761 1.693626 0.06 -0.09 0.10
C 4.450225 -4.958409 2.172629 0.02 -0.07 -0.02
C 3.375500 -3.838119 0.203411 0.01 -0.05 0.06
C 2.011295 -5.119383 1.781422 0.04 -0.09 -0.05
C 2.061048 -3.116690 4.303231 0.13 -0.05 0.11
C 2.783421 -4.256994 5.026208 -0.04 -0.04 0.12
C 2.037203 -1.888372 5.226425 -0.05 -0.08 0.01
C 0.591315 -3.501645 4.094027 -0.07 -0.01 0.05
H 4.828870 0.491163 3.140952 0.03 0.02 0.03
H 3.754555 -0.084248 4.411266 -0.03 0.01 -0.02
H 3.126120 0.132160 2.769069 -0.02 -0.02 -0.03
H 6.251539 -1.562865 4.048518 0.00 0.01 0.00
H 5.652515 -3.202911 3.821623 -0.02 -0.01 -0.03
H 4.915182 -2.149536 5.026205 -0.03 0.00 0.01
H 5.944184 -0.748381 1.766796 0.03 0.00 -0.02
H 4.484705 -1.154567 0.846535 -0.06 0.01 -0.01
H 5.620942 -2.421624 1.331446 0.01 -0.09 0.00
H 5.376861 -4.403078 2.039784 0.04 0.07 -0.03
H 4.544522 -5.881665 1.585150 -0.01 0.00 -0.01
H 4.380194 -5.251308 3.221146 0.01 0.02 -0.05
H 4.364111 -3.449297 -0.038737 0.03 0.07 0.02
H 2.626810 -3.096156 -0.077774 -0.04 0.04 0.01
H 3.224621 -4.750709 -0.386013 0.02 -0.01 -0.03
H 1.883791 -5.551145 2.774273 0.03 0.00 -0.13
H 2.153310 -5.948472 1.079417 0.01 -0.03 -0.01
H 1.096507 -4.595615 1.507540 0.01 0.02 -0.04
H 3.851187 -4.078944 5.151817 0.02 0.04 0.00
H 2.660975 -5.212171 4.514204 0.02 0.05 0.05
H 2.354500 -4.377610 6.029772 -0.02 0.01 0.00
H 3.023550 -1.611125 5.595307 0.02 -0.02 -0.01
H 1.416344 -2.123701 6.097898 -0.01 0.02 0.03
H 1.598290 -1.031401 4.714075 -0.01 0.00 -0.04
H 0.467346 -4.478712 3.628527 -0.04 0.12 0.07
H 0.099423 -2.751539 3.474978 0.00 0.03 -0.01
H 0.089125 -3.534979 5.067706 -0.02 -0.02 0.04
```
Forces are in eV/Å.

The total charge is -2. The value obtained for the maximum force is 0.018 Eh/bohr. For the LUMO energy, the calculation gives 3.00 eV. Its HOMO-LUMO gap is 4.0991 eV.



A structure of composition C31H47ClO2P2Sm at a distorted geometry, computed with ωB97M-V/def2-TZVPD.

```
84
Properties=species:S:1:pos:R:3:forces:R:3
Sm -0.470013 0.298737 -0.212802 -0.04 -0.78 3.04
C -0.836878 -2.087454 0.863387 1.05 0.55 -0.01
C 0.490710 -2.022490 0.311230 -0.40 0.29 0.60
C 0.464300 -0.797389 2.271858 -0.59 -0.92 -0.75
C -0.842865 -1.339468 2.074235 1.18 0.14 -0.49
C 1.281085 -1.188395 1.171654 -0.99 -0.53 0.07
C -1.996156 -2.865037 0.353095 -0.43 -0.36 -0.15
H -1.776956 -3.344549 -0.606211 -0.05 0.04 0.12
H -2.902775 -2.251060 0.228680 0.15 -0.15 0.02
H -2.255940 -3.662169 1.065447 -0.01 0.13 -0.22
C -1.972568 -1.249582 3.031924 -0.52 0.20 0.23
H -2.635648 -2.122334 2.953478 0.15 0.24 0.03
H -2.581601 -0.344862 2.874098 0.08 -0.30 -0.02
H -1.602844 -1.197500 4.062719 -0.06 -0.04 -0.16
C 0.943123 -0.138250 3.510458 0.04 0.75 0.39
H 0.680024 -0.709604 4.416664 0.02 0.12 -0.37
H 0.490819 0.859751 3.617564 0.23 -0.28 0.12
H 2.032011 -0.012604 3.513940 -0.21 -0.04 -0.03
C 2.750441 -0.974087 1.107371 0.55 0.28 -0.05
H 3.279615 -1.523613 1.904086 -0.17 0.13 -0.30
H 2.990430 0.089223 1.237921 0.12 -0.16 0.04
H 3.166291 -1.284575 0.144574 0.00 -0.04 0.13
C 1.013327 -2.807936 -0.839324 0.29 -0.39 -0.37
H 1.459659 -3.757679 -0.491253 -0.16 0.30 -0.22
H 1.806930 -2.261163 -1.372120 -0.17 -0.17 0.04
H 0.227819 -3.057039 -1.565897 0.23 -0.04 0.21
C -1.951484 1.008781 -5.982790 -0.96 -0.47 -0.79
C -2.008770 -0.315464 -6.176486 -0.95 0.67 -0.55
C -1.194032 -1.020817 -7.227274 0.24 -0.33 -0.27
C 0.256629 -0.490812 -7.417667 -0.39 -0.59 -0.62
C 0.951058 0.019378 -6.193541 0.76 1.19 -0.20
C 1.006951 1.340230 -5.903314 0.96 -0.99 -1.54
C 0.156353 2.377117 -6.597492 0.00 0.34 -0.14
C -1.281183 1.924727 -6.961160 0.27 0.58 -0.14
H -1.672242 -0.972597 -8.224501 -0.09 -0.03 0.47
H 0.256058 0.265248 -8.220827 0.14 -0.21 0.51
H -1.155728 -2.090806 -6.978253 0.00 0.20 -0.04
H -1.274738 1.476576 -7.963055 -0.10 0.07 0.38
H -2.578233 1.507708 -5.241861 0.18 -0.33 -0.47
H -2.791258 -0.929626 -5.693954 0.63 0.46 0.06
H -1.902173 2.833257 -7.060020 0.23 -0.33 0.08
H 0.106928 3.265562 -5.947402 0.03 -0.21 -0.19
H 1.789927 1.749475 -5.249511 -0.51 -0.47 0.03
H 0.612005 2.721942 -7.544069 0.13 -0.10 0.45
H 0.842258 -1.327847 -7.837391 -0.12 0.31 0.24
H 1.548978 -0.708064 -5.636068 -0.02 0.32 -0.07
P -1.437148 0.225551 -2.826287 -0.25 0.47 0.25
P 1.650224 1.610969 -1.571358 -0.21 -0.02 0.48
C -0.444950 1.582402 -3.582450 0.27 -0.15 -0.61
C 0.655157 2.432051 -2.878870 -0.21 0.04 -0.03
H -1.112751 2.284070 -4.102282 0.15 -0.31 0.37
H -0.000436 0.983574 -4.394871 -0.06 0.61 0.52
H 1.388552 2.792729 -3.629812 -0.60 0.00 0.21
H 0.172438 3.324702 -2.433602 0.41 -0.40 0.00
C 2.364622 2.959359 -0.602412 0.24 0.39 0.11
H 3.105728 2.524295 0.088631 -0.22 0.21 -0.24
H 1.584156 3.470045 -0.011878 0.26 -0.21 -0.28
H 2.862524 3.679676 -1.269686 -0.05 -0.15 0.28
C 3.076794 0.793963 -2.319174 0.28 -0.09 -0.42
H 3.592337 1.467247 -3.018761 -0.04 -0.21 0.15
H 2.764797 -0.116897 -2.849774 0.16 0.24 0.11
H 3.771768 0.516933 -1.509918 -0.27 0.05 -0.31
C -3.178488 0.733323 -2.989382 -0.74 -0.39 0.00
H -3.785738 -0.000034 -2.439537 0.08 0.26 -0.02
H -3.603626 0.792333 -3.997503 0.25 -0.13 0.29
H -3.309940 1.718075 -2.513417 0.16 -0.35 -0.06
C -1.111068 -1.445949 -3.539711 0.10 -0.05 -0.69
H -0.102987 -1.787171 -3.254338 -0.40 0.21 0.14
H -1.179742 -1.545894 -4.636905 0.09 0.24 0.77
H -1.862261 -2.125926 -3.107465 0.29 0.20 0.07
Cl -0.526485 3.950269 7.648936 0.11 0.07 0.63
C -0.684086 3.652674 5.981687 -0.35 -0.10 -1.50
C -1.343406 2.494389 5.536876 -0.06 0.19 -0.23
C -1.494702 2.261368 4.169276 0.42 0.26 -0.30
C -0.911608 3.140702 3.237548 0.00 0.19 0.45
C -0.333569 4.335383 3.687148 0.06 -0.17 0.30
C -0.220733 4.600137 5.053389 -0.19 -0.40 -0.09
C -0.786866 2.843676 1.774095 -0.44 0.41 -0.47
O -0.375885 3.724827 1.006817 -0.23 -1.23 0.21
O -1.126395 1.622692 1.391811 0.05 1.22 0.13
H -1.740632 1.780467 6.254717 0.05 0.23 -0.07
H -2.034770 1.390942 3.785937 0.35 0.29 0.36
H 0.042721 5.040875 2.941304 -0.08 -0.28 0.36
H 0.230308 5.526828 5.394581 -0.06 -0.18 0.03
```
Forces are in eV/Å.

The total charge is +1. The value obtained for the maximum force is 0.061 Eh/bohr. For the LUMO energy (spin up / spin down), the calculation gives -2.97 / -2.71 eV. As for the expectation value of S²: 8.77. Its spin multiplicity is 6. Its HOMO-LUMO gap (spin up / spin down) is 7.3103 / 7.5552 eV.